{
  "formula": "C34H51Cl3FN7O7PS2Ti",
  "method": "ωB97M-V/def2-TZVPD",
  "elements": ["C", "C", "H", "F", "C", "H", "N", "H", "H", "H", "H", "H", "H", "H", "N", "C", "O", "O", "C", "H", "C", "H", "C", "C", "C", "N", "C", "H", "H", "O", "C", "C", "H", "C", "H", "N", "H", "C", "H", "H", "C", "H", "C", "C", "C", "O", "H", "H", "C", "C", "H", "H", "N", "H", "H", "C", "H", "H", "C", "C", "N", "H", "H", "H", "Ti", "H", "C", "H", "O", "O", "H", "C", "H", "C", "H", "H", "C", "C", "H", "N", "C", "H", "H", "H", "Cl", "H", "C", "C", "C", "H", "H", "S", "Cl", "P", "H", "C", "S", "O", "Cl", "C", "H", "H", "H", "H", "H", "H", "H"],
  "positions_angstrom": [[-5.835764, 1.167620, 0.537439], [1.276313, -2.380228, -1.399030], [-1.208716, -0.163593, 0.781121], [4.845691, -2.711328, -0.833940], [-6.321653, 2.356143, 1.366257], [-6.179171, 1.261552, -0.495878], [-4.134073, 2.784267, 0.590507], [-5.193642, 4.195740, 1.764492], [-0.014549, 6.165830, 1.798681], [-3.364386, 6.527503, -0.154497], [6.854751, -6.953859, 1.918623], [1.884056, 1.705414, 1.866833], [-2.146391, 4.625189, -4.578594], [5.031935, -5.752316, -1.636313], [-3.587635, 4.157984, -1.633137], [-1.143487, -5.373433, 0.816240], [0.910881, 2.760884, -0.373517], [0.696521, -0.082727, -1.620761], [-2.394404, 6.224611, 0.240885], [5.493181, -7.552414, 0.014117], [-5.370320, 3.483102, 0.955268], [-4.036796, 2.683233, -4.590335], [1.769179, -4.628276, -0.642036], [6.042918, -6.609249, 0.035193], [-3.463110, 3.076892, -3.750864], [-2.423974, 4.813356, 0.629529], [-1.446389, 4.552761, 1.706733], [1.486227, -2.004191, 2.399484], [-1.836760, -4.619859, 1.192228], [0.306023, 5.019796, -1.033289], [5.252725, -5.488204, -0.601969], [5.021653, -6.031111, 2.188120], [-2.600316, 2.430724, -3.583795], [6.779131, 0.054357, 0.664832], [-2.919152, 7.001252, 2.185934], [4.327023, 0.272718, 0.020591], [6.851559, -5.275893, 1.485931], [5.445182, 0.209143, 0.308598], [-1.652313, 4.805152, -2.271439], [1.481086, -5.623934, -0.335624], [-0.358632, 0.532803, 0.863307], [3.008286, -1.113388, -1.606035], [0.575130, -1.498379, 2.063498], [1.649435, 0.759670, 2.357770], [-3.017795, 4.522498, -3.933085], [-1.883305, 2.493813, -0.443908], [-0.176160, -5.202261, 1.288926], [3.206564, -4.946211, 1.995796], [3.543293, -3.065891, -0.938223], [-4.279433, 3.133568, -2.466687], [-0.389633, -6.059203, -1.100790], [4.482124, -6.980389, 2.215956], [6.297903, -6.245130, 1.451418], [-3.834097, 5.120029, -4.350754], [-6.203116, 2.138546, 2.430569], [-1.425883, -2.996164, -1.432716], [-6.170929, 0.204260, 0.920286], [-0.074240, -1.349819, 2.933069], [0.899695, -0.160570, 1.398365], [-2.033293, 6.910132, 1.552190], [3.975069, -5.305189, 0.096083], [-2.917718, 6.040544, -2.371817], [5.870017, -4.583727, -0.592397], [-0.677464, 1.341528, 1.529401], [-0.324055, 1.387118, -1.064864], [-4.292567, 2.157000, -1.982190], [-2.702512, 4.981227, -2.511672], [-3.807388, 0.852979, -0.247543], [-3.316355, -1.117080, -2.087785], [2.532915, 4.158300, -1.561113], [-3.917907, 0.893256, 1.513441], [2.651322, -2.107298, -1.379019], [-5.312008, 3.448473, -2.647683], [0.319843, -1.353042, -1.606193], [-0.992782, 6.024158, 3.261765], [-1.623322, 7.907050, 1.389132], [-4.320988, 1.322405, 0.590200], [-1.063449, -1.711111, -1.665469], [2.587891, 0.305778, 2.687657], [-0.524691, -3.984922, -1.136529], [3.146255, -4.335730, -0.562584], [-0.597447, 3.986238, 1.322391], [-2.467292, -3.280965, -1.480603], [1.585819, -0.366151, 0.572740], [7.944777, -0.359460, -0.488254], [7.005526, -6.728440, -0.460572], [-1.014394, 5.950942, 2.174458], [0.843598, -3.700371, -1.070809], [-2.161595, -0.730016, -1.957662], [1.039675, 0.972171, 3.243011], [-5.765985, 4.041333, 0.099507], [0.347661, 2.948936, -3.046482], [7.241808, 0.150858, 2.291235], [-2.937785, 3.539245, -0.245679], [-1.507223, -6.359201, 1.111998], [4.182438, -4.963871, 1.506570], [1.130543, 3.882686, -1.415125], [-1.820701, 0.521563, -2.045122], [7.324944, -3.556005, 1.578781], [-1.032164, -5.272609, -0.700659], [4.660422, -3.988335, 1.632416], [-2.012677, -5.403994, -1.159325], [5.273926, -5.723488, 3.201496], [-7.365504, 2.615462, 1.189685], [-1.617739, 6.409278, -0.505150], [0.055424, -2.163709, 1.367452], [-1.925159, 3.973667, 2.501316]],
  "atomic_forces_ev_per_a": [[0.01, 0.00, -0.01], [-0.07, 0.03, 0.08], [0.03, -0.03, -0.03], [-0.02, 0.01, -0.02], [0.00, 0.01, 0.01], [0.00, 0.00, 0.00], [-0.04, 0.03, -0.03], [0.00, 0.01, -0.01], [-0.01, 0.00, -0.05], [0.01, 0.02, 0.01], [0.03, 0.01, -0.01], [0.00, 0.00, 0.01], [0.01, -0.02, 0.01], [0.03, 0.00, -0.02], [0.03, -0.16, 0.06], [0.00, 0.01, 0.00], [0.15, 0.10, 0.04], [0.04, 0.01, -0.07], [0.00, 0.01, 0.07], [-0.01, 0.00, 0.00], [0.01, -0.01, 0.01], [-0.01, 0.01, 0.00], [0.11, -0.14, -0.16], [0.02, -0.01, 0.01], [-0.01, 0.01, 0.02], [0.01, 0.08, -0.03], [0.04, -0.01, -0.01], [0.00, 0.00, 0.01], [0.00, 0.00, 0.00], [0.04, -0.02, 0.02], [-0.01, -0.03, 0.00], [-0.09, -0.03, 0.06], [0.01, 0.01, -0.02], [0.14, -0.07, 0.11], [-0.01, -0.03, 0.00], [-0.06, 0.20, 0.02], [-0.10, 0.14, 0.04], [0.01, -0.23, 0.01], [-0.03, 0.02, -0.02], [-0.04, 0.02, 0.02], [0.01, 0.09, 0.02], [-0.04, 0.01, 0.01], [-0.01, 0.00, 0.01], [0.01, 0.01, 0.00], [-0.02, -0.01, -0.02], [0.15, 0.13, 0.12], [0.00, 0.00, 0.01], [0.02, 0.06, 0.00], [-0.08, 0.18, -0.11], [0.06, 0.04, -0.03], [0.00, -0.01, 0.00], [0.03, -0.02, -0.03], [-0.10, 0.02, 0.03], [0.01, 0.00, -0.01], [0.00, 0.00, 0.00], [-0.05, 0.02, -0.05], [0.00, 0.00, 0.00], [0.00, 0.00, 0.00], [0.02, 0.04, 0.01], [0.02, 0.02, -0.02], [0.45, 0.06, -0.38], [-0.02, -0.01, -0.03], [-0.02, -0.10, -0.02], [-0.03, -0.03, 0.02], [-0.07, -0.14, -0.44], [-0.03, 0.02, 0.05], [-0.01, 0.02, -0.01], [-0.02, -0.01, -0.01], [0.04, 0.02, -0.01], [0.00, -0.01, 0.02], [0.01, -0.01, -0.01], [0.17, -0.03, 0.11], [0.00, 0.02, -0.02], [-0.35, -0.04, 0.08], [0.04, -0.01, 0.00], [-0.02, 0.01, 0.01], [0.02, -0.01, 0.02], [0.12, -0.04, -0.03], [0.00, 0.00, 0.00], [0.02, -0.07, 0.00], [-0.49, -0.07, 0.41], [0.00, -0.02, 0.03], [0.00, 0.00, 0.01], [-0.01, -0.02, 0.00], [-0.06, 0.04, -0.02], [0.00, -0.01, 0.01], [-0.02, 0.00, 0.04], [0.03, 0.15, 0.02], [-0.13, -0.02, -0.06], [0.00, 0.00, 0.00], [-0.01, -0.01, -0.01], [-0.02, 0.04, 0.22], [-0.03, 0.04, -0.04], [-0.02, -0.04, -0.10], [0.00, 0.00, 0.00], [-0.03, -0.04, -0.02], [-0.09, -0.04, -0.06], [0.09, -0.15, 0.14], [0.27, -0.09, 0.08], [0.02, 0.02, -0.01], [0.03, 0.03, -0.02], [0.00, 0.00, 0.00], [0.02, 0.03, -0.01], [0.00, 0.00, 0.00], [-0.01, 0.00, 0.02], [0.01, 0.00, 0.00], [-0.02, 0.02, 0.01]],
  "homo_ev": [-2.80, -5.26],
  "charge": -1,
  "s2": 2.048,
  "homo_lumo_gap_ev": [4.5, 6.3],
  "spin_multiplicity": 3,
  "lumo_energy_ev": [1.66, 1.07]
}


{
  "formula": "C34H52AsBrN5O2PS2Si2W",
  "method": "ωB97M-V/def2-TZVPD",
  "elements": ["H", "C", "C", "H", "C", "C", "N", "C", "H", "H", "C", "C", "H", "H", "N", "H", "S", "C", "H", "S", "H", "H", "C", "C", "C", "H", "H", "C", "C", "H", "C", "H", "H", "H", "C", "O", "C", "H", "H", "C", "H", "C", "H", "C", "H", "Si", "H", "C", "H", "C", "H", "H", "N", "C", "H", "H", "C", "O", "H", "H", "C", "P", "As", "H", "H", "H", "H", "C", "H", "C", "C", "H", "H", "H", "H", "N", "H", "H", "H", "H", "H", "H", "H", "N", "H", "C", "C", "H", "C", "H", "H", "H", "Si", "C", "C", "C", "W", "Br", "C", "H", "H"],
  "positions_angstrom": [[-1.124077, -4.204803, -4.071034], [-1.433629, -0.007947, -5.135213], [3.043594, -0.295245, 0.563885], [1.254469, -0.646914, -3.176719], [1.884304, -4.320917, -2.960895], [2.624040, -1.824814, -1.206452], [-3.046510, 0.584770, 0.556445], [-0.107183, -0.278157, -4.798217], [1.917442, 1.667273, -2.623869], [2.835405, 3.936644, -0.752353], [0.405166, 3.277451, 0.494393], [-2.619197, 0.166721, 1.713245], [0.743534, -6.901281, -1.247941], [-0.002910, 3.776226, -2.477471], [2.962591, 3.575850, 3.203831], [3.623012, 3.414191, -2.228993], [-3.580522, 0.713064, 3.042429], [-1.982848, 3.543075, -1.706778], [1.845666, -3.495625, -3.669653], [-1.243861, -0.880413, 1.903962], [-0.334079, -6.085667, -0.117954], [-1.664117, 3.486437, 1.159806], [1.923974, 5.430789, 4.557516], [5.252872, 0.361113, 1.199346], [-2.850032, -0.130461, 4.456162], [-3.366615, 0.277444, 5.321907], [0.374939, 4.261825, 0.015875], [2.529718, 0.549376, 1.533060], [0.240261, -0.410546, -3.469824], [-1.849958, 4.245001, -0.885360], [-3.753282, -3.207182, -2.276437], [-2.427239, 4.100486, -2.530379], [-4.042647, -5.764181, -0.367787], [2.725134, -4.187876, -2.286782], [-0.695899, 3.177865, 1.547942], [1.160165, 0.626520, 1.564179], [3.368812, 1.326501, 2.320274], [-2.622502, -5.737414, 0.665847], [1.379847, -5.674214, -0.154300], [-0.649565, 2.953513, -2.153657], [-3.025159, -1.202436, 4.408624], [1.393451, 3.080859, 4.796718], [2.662516, 1.465412, -1.045929], [0.523179, -5.943813, -0.772569], [-1.729168, 0.085290, -6.169619], [0.268287, -4.652658, -2.086193], [1.776757, -2.225119, -1.757422], [-1.939450, 0.025403, -2.799110], [2.479771, 6.224949, 4.082954], [-0.986147, -5.055511, -3.403210], [-2.461626, -6.092350, -1.055586], [-1.787438, 0.081532, 4.542928], [-2.245689, 0.164536, -0.490309], [-2.360492, 0.145155, -4.124796], [4.851922, -1.072927, -0.330115], [2.090539, -5.221680, -3.541802], [2.013357, 2.119536, -1.630528], [2.083209, -0.914247, -0.238791], [3.149784, -2.634501, -0.696189], [-3.395144, -2.959745, 1.719810], [-2.987120, -5.481058, -0.328485], [0.339174, 2.073415, -0.885293], [-0.674256, -2.837008, -0.779048], [-0.758430, 2.302527, -3.022890], [5.398931, 1.856164, 2.736344], [-3.398032, 0.360191, -4.335605], [2.062024, 4.204141, -2.316843], [-3.911334, -2.867868, 0.767513], [-0.053969, 2.519683, 6.309179], [-2.803696, 0.252982, -1.671878], [4.413065, -0.413028, 0.398476], [3.302396, -1.299112, -1.882773], [-4.842891, -3.434960, 0.841689], [-0.455876, 3.821851, 2.392250], [0.858150, 1.182225, 2.314126], [-0.652112, -0.266945, -2.474826], [0.650943, -0.392482, -5.558748], [-1.959137, -5.347393, -3.023745], [-4.178101, -1.829462, 0.605152], [-0.370854, 4.873773, 6.991915], [-2.702988, 2.794418, -1.380071], [1.804298, 1.002950, 4.609479], [-3.847355, 0.525172, -1.756781], [1.783096, 1.903070, 4.149126], [-0.830403, 2.164012, 1.930770], [1.020560, 5.677640, 5.569311], [0.317009, 4.635939, 6.194605], [1.397356, 3.199655, 0.946099], [2.112449, 4.103817, 4.177985], [-4.782592, -2.889691, -2.105578], [-0.604501, -5.885873, -4.000043], [-3.240743, -2.413027, -2.817443], [-2.961522, -3.641381, -0.628122], [2.657030, 3.502556, -1.734791], [4.746213, 1.239179, 2.138680], [0.486333, 3.316850, 5.820060], [-0.340240, -0.455090, -0.298774], [7.110473, 0.207337, 0.967128], [2.765470, 2.299617, 3.245783], [0.855478, 6.692601, 5.899284], [-3.785077, -4.073530, -2.934075]],
  "atomic_forces_ev_per_a": [[0.00, 0.05, -0.05], [-0.01, 0.00, 0.12], [-0.05, 0.04, -0.01], [-0.02, 0.03, -0.02], [-0.04, -0.06, 0.03], [-0.09, -0.02, -0.02], [0.14, -0.22, -0.20], [0.03, -0.01, 0.10], [-0.01, 0.01, 0.04], [0.00, 0.01, 0.02], [0.06, 0.03, -0.03], [-0.20, -0.02, -0.03], [0.03, -0.06, -0.03], [-0.03, -0.09, -0.01], [-0.12, -0.06, -0.03], [0.03, 0.00, -0.02], [0.03, -0.02, 0.05], [-0.09, 0.00, 0.03], [-0.01, 0.09, -0.05], [-0.04, 0.05, -0.04], [-0.01, 0.02, -0.01], [-0.04, -0.01, -0.01], [-0.01, -0.08, 0.00], [-0.09, -0.01, -0.01], [0.01, -0.03, 0.00], [-0.03, 0.00, 0.02], [0.04, -0.02, 0.06], [0.05, 0.06, -0.09], [-0.13, 0.00, -0.10], [0.01, 0.04, -0.02], [0.01, -0.03, 0.03], [-0.02, -0.02, -0.01], [-0.04, -0.05, 0.01], [0.08, -0.01, 0.01], [-0.03, -0.03, 0.01], [0.06, 0.10, 0.17], [-0.09, -0.03, -0.11], [0.02, 0.02, 0.05], [0.04, 0.00, 0.04], [0.13, 0.10, -0.06], [0.02, 0.01, 0.00], [-0.03, -0.09, 0.02], [-0.04, 0.02, -0.03], [0.00, 0.02, -0.02], [-0.01, 0.00, -0.05], [-0.14, 0.17, -0.09], [0.20, 0.09, 0.15], [-0.10, 0.04, 0.12], [0.04, 0.05, -0.04], [0.06, -0.02, 0.02], [0.03, -0.02, -0.06], [0.01, 0.02, -0.01], [-0.90, 0.37, -0.14], [0.15, -0.07, 0.05], [0.02, -0.05, -0.06], [0.00, -0.09, -0.06], [0.08, -0.01, 0.00], [0.08, 0.00, -0.02], [-0.04, 0.06, -0.05], [0.04, -0.01, 0.10], [-0.01, 0.04, 0.00], [-0.12, -0.10, -0.05], [-0.31, -0.82, 0.20], [-0.04, 0.01, -0.01], [0.05, 0.04, 0.03], [-0.04, 0.02, 0.00], [-0.02, 0.01, -0.01], [0.07, -0.04, 0.01], [-0.03, -0.06, 0.03], [0.25, -0.07, -0.10], [-0.12, 0.06, 0.07], [-0.01, -0.02, 0.02], [-0.05, -0.01, 0.00], [0.01, 0.05, 0.06], [0.09, -0.27, -0.16], [-0.11, -0.03, -0.17], [0.02, -0.01, -0.03], [-0.06, -0.03, 0.04], [-0.01, 0.21, -0.03], [-0.05, 0.02, 0.05], [0.02, -0.03, 0.03], [-0.02, 0.04, -0.06], [0.02, 0.07, -0.02], [0.02, 0.14, -0.01], [0.01, 0.00, 0.00], [-0.03, -0.04, 0.03], [0.02, 0.03, -0.03], [-0.03, -0.03, 0.04], [0.03, 0.06, -0.01], [-0.08, 0.03, 0.02], [0.03, -0.05, -0.05], [0.04, 0.05, 0.01], [0.10, 0.02, -0.09], [0.03, 0.01, 0.00], [-0.05, -0.13, -0.04], [0.02, 0.07, -0.01], [1.25, 0.65, 0.63], [0.05, 0.00, -0.01], [0.03, -0.13, 0.00], [-0.02, 0.04, 0.02], [-0.02, -0.06, -0.05]],
  "homo_ev": [-12.46, -12.80],
  "charge": 2,
  "s2": 2.105,
  "homo_lumo_gap_ev": [6.0, 5.9],
  "spin_multiplicity": 3,
  "lumo_energy_ev": [-6.42, -6.87]
}